The following is a quantum chemistry calculation of a structure of composition C43H67FN4P2SiV, from the Open Molecules 2025 dataset.

Results
highest occupied orbital energy (alpha / beta): -6.96 / -6.99 eV
maximum force: 0.8 eV Å⁻¹
electronic energy: -3913.857915 a.u.
energy above the lowest of the compared OMol25 structures with the same formula, charge and spin: 0.073 eV
spin multiplicity: 4
E_LUMO (alpha / beta): 0.018 / 0.016 Ha

Last column: Mulliken charge in e.
Geometry (Å):
1 V -1.58218 0.47682 -0.36312  0.491
2 C -0.37090 2.17709 3.03793  -1.743
3 Si -0.42074 0.65694 1.88098  1.744
4 C -1.69557 -0.50349 2.74791  0.482
5 C -2.12791 -0.27816 4.06219  -0.229
6 C -3.10481 -1.05366 4.66334  -0.862
7 C -3.68878 -2.09685 3.95652  -0.986
8 C -3.28929 -2.34370 2.65465  -0.103
9 C -2.31215 -1.55561 2.03981  -0.167
10 P -1.77675 -1.85882 0.30421  -0.459
11 C -3.27804 -2.65678 -0.47435  0.392
12 C -3.49663 -4.17710 -0.42388  -1.457
13 C -2.71656 -4.95604 -1.47961  -0.093
14 C -2.89486 -4.37792 -2.88075  -1.267
15 C -2.58211 -2.88479 -2.90488  -0.169
16 C -3.46916 -2.15263 -1.91131  -0.477
17 C -0.30531 -2.93112 0.54890  2.904
18 C 0.50653 -3.18288 -0.72360  -0.953
19 C 1.85681 -3.80353 -0.37015  -0.048
20 C 1.69998 -5.05997 0.48041  -1.134
21 C 0.89985 -4.76603 1.74537  -0.608
22 C -0.47149 -4.18977 1.40065  -0.652
23 C 1.27745 -0.17099 2.17768  -0.844
24 C 1.47367 -0.82963 3.39269  -0.031
25 C 2.64146 -1.52278 3.67764  -1.181
26 C 3.64973 -1.56733 2.72950  -0.875
27 C 3.48852 -0.90690 1.51932  -0.957
28 C 2.32117 -0.20020 1.22621  1.675
29 P 1.98730 0.55627 -0.41625  0.584
30 C 3.55884 0.45078 -1.40304  0.654
31 C 4.91470 0.94456 -0.83590  -0.916
32 C 6.09118 0.10356 -1.33607  -1.021
33 C 5.96010 -0.14075 -2.83425  -0.775
34 C 4.71122 -0.98686 -3.14778  -1.103
35 C 3.68850 -0.95491 -2.00967  -0.652
36 C 1.81723 2.35624 0.00973  3.072
37 C 1.51152 3.15974 -1.26223  -1.477
38 C 1.32521 4.63294 -0.90992  -0.158
39 C 2.60835 5.24804 -0.31033  -1.161
40 C 3.59681 4.17030 0.13961  -0.776
41 C 2.87690 3.05664 0.89365  -0.539
42 H 0.14652 1.94260 3.97337  0.563
43 H 0.15526 3.02137 2.58839  0.115
44 H -1.37495 2.52402 3.29464  0.501
45 H -1.68383 0.53205 4.63011  0.366
46 H -3.41029 -0.85070 5.68275  0.414
47 H -4.44840 -2.71562 4.41752  0.444
48 H -3.74826 -3.16337 2.11611  0.261
49 H -4.06574 -2.19286 0.12868  0.854
50 H -3.29010 -4.57534 0.57141  0.362
51 H -4.56583 -4.34659 -0.60349  0.602
52 H -1.65456 -4.95452 -1.23258  -0.157
53 H -3.02627 -6.00399 -1.45600  0.470
54 H -2.26598 -4.91842 -3.59170  0.452
55 H -3.93102 -4.52664 -3.20727  0.409
56 H -1.53061 -2.70945 -2.65295  -0.085
57 H -2.72306 -2.47475 -3.90667  0.515
58 H -3.29960 -1.07347 -1.96958  -0.421
59 H -4.51883 -2.31676 -2.18674  0.695
60 H 0.30205 -2.23665 1.15184  -1.692
61 H -0.02722 -3.86210 -1.39407  0.347
62 H 0.64375 -2.24360 -1.26752  0.373
63 H 2.41219 -4.02534 -1.28451  0.547
64 H 2.44605 -3.06776 0.18940  -0.307
65 H 1.18641 -5.83566 -0.10134  0.360
66 H 2.68115 -5.46584 0.73830  0.441
67 H 0.78391 -5.67016 2.34806  0.452
68 H 1.44785 -4.04144 2.35880  0.094
69 H -1.04466 -4.94760 0.85813  0.077
70 H -1.02843 -3.95930 2.31212  0.416
71 H 0.68237 -0.81473 4.13668  0.367
72 H 2.75724 -2.02671 4.62961  0.425
73 H 4.56338 -2.11606 2.92464  0.391
74 H 4.28447 -0.97163 0.79142  0.137
75 H 3.30004 1.10532 -2.24641  0.477
76 H 5.07355 1.97533 -1.15560  0.212
77 H 4.91619 0.96818 0.25288  0.227
78 H 7.02922 0.61276 -1.10409  0.523
79 H 6.12773 -0.85546 -0.80746  0.342
80 H 5.88658 0.83161 -3.33210  0.324
81 H 6.85539 -0.61919 -3.23480  0.473
82 H 4.23901 -0.62420 -4.06442  0.337
83 H 4.99668 -2.02370 -3.34301  0.475
84 H 2.71436 -1.28958 -2.37288  0.291
85 H 3.97372 -1.66505 -1.23076  0.123
86 H 0.87460 2.35201 0.56777  -3.400
87 H 2.31898 3.05971 -1.99508  0.501
88 H 0.62435 2.74070 -1.74621  0.556
89 H 1.00543 5.19621 -1.78976  0.729
90 H 0.50836 4.71455 -0.18228  -0.267
91 H 3.08791 5.90651 -1.03782  0.331
92 H 2.34908 5.87611 0.54588  0.368
93 H 4.10374 3.75827 -0.73372  0.053
94 H 4.38010 4.61004 0.76104  0.529
95 H 3.58266 2.33564 1.30942  0.340
96 H 2.37819 3.50415 1.75926  0.506
97 F -1.13485 0.60932 -2.17727  -0.767
98 C -2.40348 3.44215 0.48655  0.034
99 N -2.67518 2.44880 -0.58256  1.275
100 C -2.38238 3.09863 -1.89262  -0.604
101 N -3.17494 4.30355 -2.08082  0.044
102 C -2.88003 5.23212 -0.98947  -0.661
103 N -3.19204 4.65217 0.31960  0.154
104 C -4.60965 4.28757 0.33575  -0.666
105 N -4.94409 3.33365 -0.72796  0.070
106 C -4.12972 2.14340 -0.54842  -0.751
107 C -4.59094 3.94508 -2.01491  -0.655
108 H -1.33841 3.68302 0.46454  -0.895
109 H -2.63100 2.97910 1.44753  -0.002
110 H -2.57771 2.37527 -2.68129  0.160
111 H -1.32115 3.34072 -1.91963  -0.041
112 H -3.46966 6.14083 -1.12426  0.353
113 H -1.82009 5.49275 -1.01966  0.266
114 H -5.20945 5.18904 0.20004  0.362
115 H -4.85514 3.84475 1.30310  0.348
116 H -4.34773 1.42620 -1.34390  0.118
117 H -4.35868 1.68189 0.41632  0.198
118 H -5.19378 4.84438 -2.15240  0.357
119 H -4.82051 3.24202 -2.81757  0.344